No. 1
CCl2F2O | ωB97M-V with the def2-TZVPD basis set

Values from the calculation:
Max |F| in eV/A: 3.5
Energy relative to the best compared isomer or geometry (same formula, charge and spin) in eV: 3.219

The geometry in ORCA input format:
```
! RIJCOSX wB97M-V def2-TZVPD def2/J DEFGRID3
* xyz 0 1
C -0.50 -0.12 -0.13
O -0.09 -0.35 1.08
F -0.25 -1.03 -1.07
F 1.07 1.34 -0.95
Cl -1.77 0.94 -0.26
Cl 1.54 -0.77 1.32
*
```

No. 2
C35H48NO5Ti | ωB97M-V with the def2-TZVPD basis set

Values from the calculation:
⟨S²⟩: 0.754
E_tot in eV: -71910.28732
Max |F| in eV/A: 4.2

The geometry in ORCA input format:
```
! RIJCOSX wB97M-V def2-TZVPD def2/J DEFGRID3
* xyz -2 2
C -2.76 -2.27 -4.17
C -1.43 -1.49 -3.86
C -3.30 -2.92 -2.91
C -2.42 -2.65 -1.68
H -3.39 -4.01 -3.08
H -4.34 -2.60 -2.75
C -0.65 -1.86 -2.61
H -1.74 -0.44 -3.84
H -0.81 -1.60 -4.75
C 0.70 -1.17 -2.40
H -0.43 -2.95 -2.71
H -1.87 -3.60 -1.39
C -3.09 -2.02 -0.60
C -3.79 -1.33 -4.83
C -2.62 -3.33 -5.28
O -3.23 -4.38 -5.29
O -4.01 -0.19 -4.48
O -4.41 -1.86 -5.91
O -1.83 -3.00 -6.31
C -1.99 -3.98 -7.34
H -1.34 -3.68 -8.16
H -3.03 -3.99 -7.65
H -1.73 -4.97 -6.97
C -5.36 -0.99 -6.50
H -6.11 -0.66 -5.78
H -5.84 -1.56 -7.29
H -4.87 -0.11 -6.92
O 1.18 -0.04 -1.39
H 0.98 -0.74 -3.36
H 1.42 -1.96 -2.10
C -2.75 -2.31 0.82
C -3.88 -0.78 -0.81
H -4.95 -1.01 -0.69
H -3.70 -0.27 -1.76
H -3.62 -0.02 -0.06
H -2.68 -1.32 1.30
H -1.79 -2.84 0.98
H -3.54 -2.85 1.39
Ti 1.48 0.83 0.08
C 3.60 -0.61 2.02
C 2.39 -1.31 2.09
C 1.94 -1.51 0.74
H 1.92 -1.77 2.97
C 3.00 -1.04 -0.13
C 4.00 -0.41 0.68
H 4.92 -0.05 0.28
H 4.21 -0.34 2.92
H 1.05 -2.08 0.42
H 3.15 -1.28 -1.17
C -0.40 2.70 1.18
C 0.65 3.41 0.53
C 0.81 2.86 -0.80
H 1.12 4.33 0.92
C -0.21 1.87 -0.97
C -0.91 1.71 0.27
H -1.81 1.13 0.39
H -0.83 2.94 2.16
H 1.52 3.23 -1.55
H -0.61 1.48 -1.92
C 2.59 2.05 7.12
C 1.85 1.64 5.87
C 0.63 0.97 5.98
C -0.08 0.59 4.82
C -1.40 -0.07 5.01
C 0.49 0.83 3.57
C 1.72 1.55 3.38
C 2.35 1.92 4.60
N 2.24 1.82 2.13
C 3.42 2.76 2.04
C 3.14 4.11 2.69
C 4.70 2.20 2.68
C 3.76 3.01 0.57
H 2.16 2.94 7.60
H 2.55 1.25 7.88
H 3.65 2.27 6.94
H 0.23 0.75 6.96
H -1.31 -0.96 5.64
H -2.12 0.59 5.51
H -1.84 -0.36 4.06
H -0.06 0.45 2.70
H 3.29 2.47 4.56
H 2.95 4.05 3.76
H 4.03 4.72 2.56
H 2.29 4.62 2.26
H 5.28 1.59 1.99
H 5.32 3.05 2.97
H 4.53 1.59 3.56
H 3.87 2.07 -0.03
H 3.05 3.68 0.07
H 4.73 3.51 0.57
*
```

No. 3
C30H32GeN5PdS | ωB97M-V with the def2-TZVPD basis set

Values from the calculation:
⟨S²⟩: 0.815
Max |F| in eV/A: 0.7
Energy relative to the best compared isomer or geometry (same formula, charge and spin) in eV: 0.000

The geometry in ORCA input format:
```
! RIJCOSX wB97M-V def2-TZVPD def2/J DEFGRID3
* xyz 4 2
Pd 0.19 -1.27 0.49
N 2.46 -1.34 2.96
C 2.99 -1.64 1.71
C 4.38 -1.76 1.61
C 4.94 -2.14 0.42
C 4.11 -2.40 -0.68
C 2.77 -2.22 -0.52
N 2.20 -1.83 0.66
C 1.17 -1.42 3.46
C 1.05 -1.43 4.86
C -0.20 -1.47 5.43
C -1.33 -1.51 4.60
C -1.13 -1.49 3.24
N 0.10 -1.44 2.67
H 3.16 -1.28 3.68
H 5.00 -1.60 2.49
H 6.01 -2.26 0.34
H 4.51 -2.74 -1.62
H 2.08 -2.41 -1.33
H 1.93 -1.41 5.48
H -0.31 -1.49 6.51
H -2.33 -1.56 5.00
H -1.97 -1.53 2.56
C -2.23 -3.93 1.07
N -2.16 -3.76 -0.38
C -2.07 -2.63 -1.05
S -2.01 -1.06 -0.18
N -2.13 -2.62 -2.37
C -2.38 -3.80 -3.20
H -2.11 -4.99 1.28
H -3.19 -3.60 1.45
H -1.42 -3.39 1.56
H -2.29 -4.60 -0.93
H -2.09 -1.72 -2.82
H -3.26 -4.34 -2.84
H -1.51 -4.46 -3.20
H -2.58 -3.48 -4.21
C -0.01 1.66 2.26
Ge 0.01 1.18 0.38
C 1.55 1.92 -0.53
C 1.66 3.29 -0.39
C 2.79 3.94 -0.89
C 3.77 3.22 -1.55
C 3.65 1.86 -1.69
C 2.54 1.20 -1.19
C -1.64 2.05 -0.46
C -2.70 2.42 0.46
C -3.80 3.09 0.06
C -3.94 3.48 -1.32
C -2.94 3.17 -2.24
C -3.06 3.63 -3.57
C -2.02 3.40 -4.52
C -0.91 2.71 -4.12
C -0.79 2.23 -2.77
C -1.79 2.44 -1.82
H -0.06 2.75 2.34
H 0.94 1.34 2.69
H -0.83 1.22 2.82
H 0.89 3.87 0.11
H 2.90 5.01 -0.76
H 4.63 3.73 -1.97
H 4.44 1.31 -2.19
H 2.46 0.13 -1.30
H -2.61 2.16 1.51
H -4.58 3.36 0.77
H -4.83 4.03 -1.64
H -3.94 4.19 -3.86
H -2.12 3.77 -5.53
H -0.10 2.54 -4.82
H 0.11 1.69 -2.49
*
```

No. 4
C28H40F6InNO2Sb | ωB97M-V with the def2-TZVPD basis set

Values from the calculation:
⟨S²⟩: 0.949
Max |F| in eV/A: 0.5
Energy relative to the best compared isomer or geometry (same formula, charge and spin) in eV: 0.000

The geometry in ORCA input format:
```
! RIJCOSX wB97M-V def2-TZVPD def2/J DEFGRID3
* xyz 2 2
In 1.50 0.52 2.43
C -3.19 1.24 -3.01
C -2.68 2.60 -2.53
C -3.85 3.39 -1.91
C -2.11 3.37 -3.73
C -1.60 2.47 -1.49
C -1.17 1.25 -1.02
C -0.18 1.21 -0.02
N 0.32 0.14 0.58
C 0.20 -1.18 0.29
C -0.17 -1.74 -0.92
C -0.19 -3.12 -1.05
C 0.18 -3.94 0.07
C 0.57 -3.49 1.29
C 0.57 -2.05 1.44
O 0.86 -1.49 2.54
C 1.02 -4.39 2.42
C 0.12 -4.19 3.65
C 0.95 -5.86 2.00
C 2.49 -4.07 2.77
C -0.59 -3.81 -2.34
C -0.95 -2.82 -3.44
C -1.82 -4.70 -2.04
C 0.58 -4.69 -2.82
C 0.37 2.50 0.54
O 1.22 2.42 1.44
C -0.07 3.77 0.00
C -1.02 3.69 -0.96
C 0.50 5.08 0.54
C 0.22 5.19 2.05
C -0.14 6.27 -0.16
C 2.01 5.11 0.27
H -3.95 1.40 -3.78
H -3.66 0.67 -2.21
H -2.40 0.65 -3.47
H -4.64 3.48 -2.66
H -3.57 4.40 -1.62
H -4.27 2.87 -1.04
H -2.88 3.46 -4.49
H -1.26 2.85 -4.17
H -1.80 4.39 -3.47
H -1.63 0.34 -1.37
H -0.37 -1.12 -1.78
H 0.16 -5.01 -0.09
H -0.92 -4.38 3.41
H 0.22 -3.20 4.08
H 0.41 -4.91 4.42
H -0.06 -6.17 1.74
H 1.27 -6.48 2.84
H 1.62 -6.09 1.17
H 2.60 -3.07 3.18
H 3.13 -4.17 1.89
H 2.84 -4.78 3.52
H -1.79 -2.18 -3.16
H -1.26 -3.36 -4.33
H -0.10 -2.19 -3.72
H -2.67 -4.10 -1.69
H -1.61 -5.47 -1.31
H -2.12 -5.20 -2.97
H 1.47 -4.10 -2.99
H 0.30 -5.17 -3.76
H 0.82 -5.49 -2.11
H -1.40 4.61 -1.37
H -0.84 5.10 2.26
H 0.54 6.18 2.39
H 0.77 4.46 2.63
H -1.22 6.34 0.03
H 0.02 6.26 -1.24
H 0.31 7.19 0.22
H 2.55 4.32 0.78
H 2.41 6.07 0.62
H 2.22 5.05 -0.80
F 3.59 1.16 2.13
Sb 4.04 1.18 4.06
F 2.95 -0.46 3.80
F 2.11 1.82 4.00
F 3.92 0.99 5.88
F 4.62 2.92 3.96
F 5.61 0.27 3.75
*
```

No. 5
C24H25LiN3O3 | ωB97M-V with the def2-TZVPD basis set

Values from the calculation:
Max |F| in eV/A: 3.1
Energy relative to the best compared isomer or geometry (same formula, charge and spin) in eV: 0.000

The geometry in ORCA input format:
```
! RIJCOSX wB97M-V def2-TZVPD def2/J DEFGRID3
* xyz 1 1
C -0.28 -2.29 -3.87
C -1.00 -1.38 -4.80
H -0.82 -3.24 -3.81
H 0.69 -2.55 -4.31
C -1.24 -0.08 -4.49
C -0.73 0.54 -3.23
H -1.56 0.69 -2.53
H -0.36 1.55 -3.45
C -1.44 -2.00 -6.08
H -1.06 -3.02 -6.17
H -1.14 -1.44 -6.96
H -2.53 -2.08 -6.11
C -2.01 0.85 -5.37
H -2.97 0.45 -5.68
H -1.44 1.08 -6.28
H -2.18 1.80 -4.87
Li 0.22 0.14 1.80
O 0.17 -0.31 -0.19
C 0.68 0.23 -1.18
O 1.52 1.60 1.26
C 1.95 1.86 0.14
O 2.84 2.80 -0.06
N 1.59 1.25 -1.06
C 3.27 2.81 -1.45
C 2.24 1.96 -2.18
H 4.27 2.39 -1.48
H 3.30 3.84 -1.78
H 2.71 1.26 -2.87
H 1.51 2.56 -2.72
C 0.37 -0.27 -2.56
C -0.08 -1.74 -2.47
H 1.26 -0.23 -3.18
H -1.02 -1.78 -1.91
H 0.63 -2.35 -1.92
C 2.08 -2.76 4.19
C 1.79 -2.07 3.01
N 0.87 -1.07 3.03
C 0.22 -0.70 4.17
C 0.50 -1.35 5.38
C 1.43 -2.39 5.38
C -0.16 -0.93 6.55
C -1.10 0.12 6.50
C -1.40 0.75 5.29
C -2.33 1.80 5.20
C -2.59 2.41 3.96
C -1.91 1.96 2.81
N -1.02 0.95 2.92
C -0.74 0.35 4.11
H 2.80 -3.57 4.19
H 2.29 -2.33 2.08
H 1.67 -2.92 6.30
H 0.04 -1.41 7.50
H -1.59 0.43 7.42
H -2.85 2.15 6.08
H -3.29 3.23 3.89
H -2.07 2.45 1.86
*
```

No. 6
C3H7N3O | ωB97M-V with the def2-TZVPD basis set

Values from the calculation:
Max |F| in eV/A: 1.5
Energy relative to the best compared isomer or geometry (same formula, charge and spin) in eV: 5.275

The geometry in ORCA input format:
```
! RIJCOSX wB97M-V def2-TZVPD def2/J DEFGRID3
* xyz 0 1
C -0.70 0.13 -0.15
C 1.01 -0.15 0.08
N -1.35 -0.74 0.76
N 1.55 -1.24 -0.49
C 1.29 0.95 0.67
O -0.47 1.55 0.58
N -1.10 0.25 -1.39
H -0.56 2.22 -0.13
H -2.35 -0.60 0.74
H -1.01 -0.60 1.71
H 0.93 -1.73 -1.13
H 2.54 -1.26 -0.65
H -1.62 -0.57 -1.67
H 1.84 1.78 1.06
*
```